# 1
The molecule C4H4O. Source: the OMol25 dataset; level of theory: wB97M-V/def2-TZVPD.

Properties
- E_HOMO: -8.514 eV
- Gap between HOMO and LUMO: 8.74 eV
- 2S+1: 1
- Net charge: 0

Cartesian coordinates (Å):
O  -0.183  1.218  0.417
C  -0.857  0.487  -0.421
C  -0.189  -0.746  -0.602
C  1.139  -0.696  0.155
C  0.965  0.511  0.783
H  -1.773  0.897  -0.828
H  -0.442  -1.453  -1.386
H  -0.258  -1.283  0.424
H  1.599  1.065  1.459

=====

# 2
A structure of composition C4H7NO2. Source: the OMol25 dataset; level of theory: wB97M-V/def2-TZVPD.

Properties
- E_HOMO: -7.748 eV
- Gap between HOMO and LUMO: 8.22 eV
- 2S+1: 1
- Net charge: 0

Cartesian coordinates (Å):
C  1.031  -1.240  -0.093
C  0.407  0.055  -0.682
C  0.883  1.325  0.190
O  0.287  0.141  -1.950
C  -0.853  0.325  0.211
O  -0.370  1.223  1.020
N  -2.101  -0.059  0.165
H  2.067  -1.313  -0.434
H  1.006  -1.294  1.006
H  0.478  -2.091  -0.503
H  0.812  2.245  -0.389
H  1.776  1.283  0.818
H  -2.837  0.319  0.748
H  -2.339  -0.685  -0.595

=====

# 3
A structure of composition C5H11ClN2. Source: the OMol25 dataset; level of theory: wB97M-V/def2-TZVPD.

Properties
- E_HOMO: -8.744 eV
- Gap between HOMO and LUMO: 9.53 eV
- 2S+1: 1
- Net charge: 0

Cartesian coordinates (Å):
C  -1.584  1.486  0.502
C  -0.911  0.517  -0.467
C  0.559  0.394  -0.195
C  0.895  -0.344  1.200
C  1.593  -0.644  -0.936
H  -2.825  0.907  0.907
H  -0.822  1.524  1.728
H  -1.580  2.618  -0.245
H  -1.040  0.729  -1.462
H  1.373  1.985  -1.232
H  2.311  1.632  0.010
H  0.071  -0.964  1.410
H  1.261  0.297  2.001
H  1.778  -2.123  0.660
H  1.263  -1.520  -1.779
H  2.482  -0.035  -1.534
N  1.267  1.717  -0.230
N  1.856  -1.119  0.570
Cl  -1.732  -1.040  -0.204

=====

# 4
A structure of composition C41H30Cl5N3OSiTi. Source: the OMol25 dataset; level of theory: wB97M-V/def2-TZVPD.

Properties
- E_HOMO: -13.799 eV
- Gap between HOMO and LUMO: 6.81 eV
- 2S+1: 1
- Net charge: +2

Cartesian coordinates (Å):
Ti  -7.309  -18.632  2.919
C  -5.739  -21.929  1.577
C  -5.295  -21.310  2.855
C  -4.054  -21.713  3.412
C  -3.739  -21.440  4.756
C  -4.670  -20.764  5.491
C  -5.807  -20.253  4.842
N  -6.101  -20.417  3.533
C  -6.945  -19.726  5.639
C  -7.156  -19.814  6.990
C  -8.365  -19.348  7.496
C  -9.332  -18.794  6.707
C  -9.116  -18.828  5.325
N  -7.957  -19.335  4.832
C  -9.991  -18.553  4.239
C  -11.306  -18.288  4.448
C  -12.151  -18.311  3.395
C  -11.714  -18.815  2.159
C  -10.370  -19.084  1.982
C  -9.910  -19.833  0.728
N  -9.506  -18.898  3.026
H  -6.769  -22.202  1.752
H  -5.202  -22.844  1.351
H  -5.633  -21.411  0.630
H  -3.465  -22.301  2.729
H  -2.767  -21.754  5.162
H  -4.605  -20.512  6.616
H  -6.398  -20.206  7.654
H  -8.460  -19.494  8.559
H  -10.201  -18.307  7.011
H  -11.667  -18.134  5.441
H  -13.155  -17.972  3.574
H  -12.366  -18.878  1.304
H  -10.691  -20.470  0.307
H  -8.998  -20.398  0.848
H  -9.633  -19.006  0.049
Cl  -9.862  -15.647  2.472
C  -8.786  -16.194  1.255
C  -7.951  -17.246  1.418
C  -7.068  -17.483  0.368
Cl  -5.891  -18.781  0.727
C  -6.938  -16.827  -0.830
Cl  -5.574  -17.183  -1.838
C  -7.967  -15.840  -1.000
Cl  -8.041  -15.114  -2.552
C  -8.798  -15.497  0.030
Cl  -9.930  -14.258  -0.176
O  -6.431  -17.475  3.761
Si  -5.524  -16.077  4.293
C  -5.156  -15.276  2.613
C  -6.011  -14.407  1.905
C  -5.680  -14.051  0.630
C  -4.478  -14.435  0.032
C  -3.716  -15.299  0.721
C  -4.006  -15.683  1.974
C  -6.658  -15.083  5.321
C  -6.625  -13.684  5.305
C  -7.327  -12.926  6.235
C  -8.054  -13.537  7.222
C  -8.125  -14.945  7.256
C  -7.389  -15.675  6.325
C  -4.104  -16.758  5.296
C  -3.608  -16.199  6.520
C  -2.419  -16.693  7.051
C  -1.655  -17.682  6.423
C  -2.223  -18.305  5.352
C  -3.386  -17.824  4.763
H  -6.908  -13.931  2.273
H  -6.300  -13.336  0.103
H  -4.214  -14.064  -0.938
H  -2.718  -15.618  0.432
H  -3.330  -16.317  2.468
H  -5.965  -13.176  4.632
H  -7.197  -11.838  6.249
H  -8.656  -13.000  7.931
H  -8.629  -15.456  8.109
H  -7.421  -16.738  6.446
H  -4.150  -15.399  7.009
H  -2.210  -16.285  8.022
H  -0.697  -17.955  6.791
H  -1.720  -19.110  4.820
H  -3.744  -18.375  3.932

=====

# 5
The molecule C6H5F2NO2. Source: the OMol25 dataset; level of theory: wB97M-V/def2-TZVPD.

Properties
- E_HOMO (alpha / beta): -9.261 / -10.075 eV
- Gap between HOMO and LUMO (alpha / beta): 7.38 / 7.97 eV
- 2S+1: 1
- Net charge: 0

Cartesian coordinates (Å):
C  4.177  0.715  -0.373
C  1.114  -0.895  0.463
C  1.942  1.434  -0.440
C  2.185  0.012  0.088
C  3.349  1.671  -1.081
C  -1.278  -0.841  0.395
N  3.499  -0.341  -0.019
O  1.139  -2.035  0.908
O  -0.019  -0.181  0.368
F  3.370  1.386  -2.486
F  3.726  2.930  -1.053
H  1.282  1.561  -1.263
H  1.682  2.249  0.352
H  -1.120  -1.886  1.051
H  -1.499  -1.157  -0.588
H  -2.049  -0.249  0.779

=====

# 6
A cluster of 2 separate species, C4H9NO in total. Source: the OMol25 dataset; level of theory: wB97M-V/def2-TZVPD.

Properties
- E_HOMO (alpha / beta): -9.185 / -6.319 eV
- Gap between HOMO and LUMO (alpha / beta): 9.56 / 5.94 eV
- 2S+1: 1
- Net charge: 0

Cartesian coordinates (Å):
C  0.700  -0.800  1.020
C  0.079  -0.338  -0.243
C  -0.215  -1.433  -1.249
N  -0.697  0.778  -0.230
C  -0.345  2.228  0.531
O  0.375  2.502  1.446
H  1.587  -1.421  0.865
H  -0.066  -1.443  1.493
H  0.911  0.027  1.694
H  1.314  1.624  -0.367
H  -0.581  -1.093  -2.220
H  -0.990  -2.075  -0.807
H  0.642  -2.099  -1.432
H  -1.440  0.699  -0.905
H  -1.273  2.843  0.405

=====

# 7
A structure of composition C3H4P2. Source: the OMol25 dataset; level of theory: wB97M-V/def2-TZVPD.

Properties
- E_HOMO (alpha / beta): -6.168 / -9.483 eV
- Gap between HOMO and LUMO (alpha / beta): 6.06 / 7.39 eV
- 2S+1: 3
- Net charge: 0

Cartesian coordinates (Å):
C  -0.887  -0.211  -0.299
C  0.355  0.006  0.466
C  2.186  0.605  0.383
P  -2.623  -0.432  0.178
P  1.926  -0.916  -0.148
H  -0.899  -0.122  -1.401
H  0.191  -0.165  1.538
H  -3.032  -0.338  -1.137
H  2.783  1.573  0.419

=====

# 8
A structure of composition C11H27ClILuN2P2. Source: the OMol25 dataset; level of theory: wB97M-V/def2-TZVPD.

Properties
- E_HOMO (alpha / beta): -10.055 / -10.055 eV
- Gap between HOMO and LUMO (alpha / beta): 2.28 / 2.28 eV
- 2S+1: 1
- Net charge: +2

Cartesian coordinates (Å):
C  -1.863  -0.849  0.877
I  0.521  -1.333  1.413
H  -0.915  -0.607  0.327
H  -2.452  -0.027  0.450
H  -2.329  -1.745  0.435
Lu  1.330  2.382  -2.794
P  0.470  2.784  -0.420
C  -0.117  3.443  1.169
C  2.072  3.792  -0.763
H  1.845  4.828  -0.561
H  -0.561  4.762  -1.577
H  2.670  3.696  -1.712
H  -0.778  3.295  -2.670
H  0.552  3.167  1.983
H  2.778  3.458  0.019
C  -0.693  3.665  -1.601
H  -0.167  4.534  1.111
H  -1.692  3.485  -1.184
H  -1.106  3.053  1.454
P  -0.043  -3.272  -0.166
C  -0.455  -4.451  1.143
C  -1.141  -3.728  -1.529
H  1.960  -2.873  -1.462
H  1.856  -4.577  -0.835
H  2.363  -3.210  0.252
C  1.716  -3.506  -0.589
H  -0.938  -3.068  -2.415
H  -0.899  -4.778  -1.755
H  -0.414  -5.471  0.737
H  -1.465  -4.234  1.537
H  -2.192  -3.636  -1.228
H  0.275  -4.346  1.961
Cl  0.090  0.479  -3.533
C  0.621  1.582  4.204
C  -0.721  1.038  3.837
N  -1.078  0.859  2.569
C  -2.034  -0.113  2.539
C  -2.515  -0.281  3.808
N  -1.631  0.429  4.647
H  1.004  1.113  5.119
H  1.242  1.328  3.338
H  0.583  2.678  4.299
H  -2.095  -1.296  1.981
H  -3.351  -0.889  4.111
H  -1.589  0.434  5.670

=====

Calculated E in order - -6255.5037; -9844.0937; -20860.0957; -143116.6466; -17318.2922; -7825.7306; -21745.8907; -87621.6527 eV